Entry 1:
C34H38N2O4S | ωB97M-V/def2-TZVPD

## Properties
frontier orbital gap: 4.554 eV
E_LUMO: -0.0628 Ha
HOMO: -6.26 eV

Structure (ORCA input):
```
! wB97M-V def2-TZVPD RIJCOSX def2/J DEFGRID3
* xyz 0 1
C 3.9471 3.4954 2.1618
N 3.2845 2.6261 1.2272
C 4.0137 1.8801 0.3418
O 5.2290 1.9408 0.1621
C 3.0461 0.9417 -0.3600
C 3.4192 -0.5228 -0.1372
C 3.4328 -0.8747 1.3290
C 4.5392 -0.5300 2.1137
C 4.5535 -0.8220 3.4767
C 3.4796 -1.5062 4.0542
C 2.3986 -1.8987 3.2610
C 2.3777 -1.5958 1.8980
N 1.7609 1.3146 0.2125
C 0.6098 0.7186 -0.1411
C -0.6116 0.9761 0.4705
C -1.7943 0.4082 0.0109
C -3.0565 0.5488 0.6795
C -4.1255 -0.3236 0.3610
C -5.2750 -0.3943 1.1344
C -5.4191 0.4504 2.2440
C -4.4198 1.3951 2.5300
C -3.2758 1.4825 1.7367
C 1.8818 2.2771 1.3233
C 1.5428 1.6510 2.7018
C 1.1237 2.8230 3.5775
C 0.7458 3.9974 2.6419
C 1.0123 3.5619 1.2026
H 4.9245 3.7598 1.7441
H 3.3435 4.3931 2.3156
H 4.0985 3.0063 3.1369
H 3.0548 1.1826 -1.4387
H 2.7348 -1.1678 -0.7015
H 4.4278 -0.6433 -0.5582
H 5.3932 -0.0345 1.6421
H 5.4122 -0.5194 4.0768
H 3.4929 -1.7410 5.1200
H 1.5611 -2.4443 3.6969
H 1.5415 -1.9060 1.2638
H 0.6582 0.0174 -0.9807
H -0.6281 1.6152 1.3563
H -1.7075 -0.3272 -0.7841
H -4.0051 -0.9639 -0.5238
H -6.0511 -1.1146 0.8701
H -6.3107 0.3758 2.8679
H -4.5392 2.0606 3.3868
H -2.5279 2.2566 1.9320
H 0.7281 0.9299 2.5809
H 2.4105 1.0870 3.0673
H 0.2801 2.5523 4.2253
H 1.9563 3.1065 4.2340
H -0.3093 4.2678 2.7857
H 1.3370 4.8878 2.8906
H 1.5459 4.3126 0.6052
H 0.0790 3.3301 0.6849
C 2.2830 -1.5510 -4.6949
C 1.5139 -1.4540 -3.4021
O 0.2058 -0.8786 -3.6976
C -0.8238 -1.2198 -2.8682
C -1.8683 -0.2028 -2.9150
S -3.4717 -0.6293 -2.6947
C -3.8286 -2.2914 -3.2362
C -3.6640 -3.3732 -2.3603
C -4.2698 -4.6003 -2.6399
C -4.9713 -4.7696 -3.8390
C -5.0568 -3.7178 -4.7580
C -4.4872 -2.4786 -4.4561
O -4.3384 0.2637 -3.4864
O -0.8188 -2.2301 -2.1611
H 3.3417 -1.6855 -4.4630
H 1.9407 -2.4225 -5.2599
H 2.1565 -0.6534 -5.3079
H 1.3783 -2.4299 -2.9246
H 2.0196 -0.7720 -2.7036
H -1.6996 0.6478 -3.5666
H -3.0786 -3.2318 -1.4538
H -4.1925 -5.4072 -1.9076
H -5.4497 -5.7255 -4.0599
H -5.5778 -3.8467 -5.7097
H -4.5645 -1.6405 -5.1440
*
```

Entry 2:
C34H38N2O4Si2Zr | ωB97M-V/def2-TZVPD

## Properties
ΔE to the lowest compared entry with this formula, charge and spin: 38.56 kJ/mol
frontier orbital gap: 6.531 eV
E_LUMO: -0.0524 Ha
HOMO: -7.96 eV

Structure (ORCA input):
```
! wB97M-V def2-TZVPD RIJCOSX def2/J DEFGRID3
* xyz 0 1
Zr 0.1481 -0.9265 0.3214
C -1.0439 0.8931 0.6938
Si -1.0133 1.6921 -1.0094
C -1.0326 0.3936 -2.4104
N -0.4025 -0.9066 -1.9567
C -1.3630 -2.0385 -2.3234
C -0.6976 -3.4020 -2.4148
C 0.5846 -3.4033 -3.2112
C 1.2061 -2.0159 -3.4797
C 1.0153 -0.9815 -2.4216
C 0.2930 2.7920 -1.6075
C 0.4367 3.1062 -2.9900
C 1.6013 3.6745 -3.4912
C 2.6367 4.0118 -2.5813
C 2.4247 3.8884 -1.2195
C 1.2632 3.2477 -0.7235
C -2.6864 2.4969 -1.1517
C -2.7793 3.9651 -1.1889
C -4.0282 4.5936 -1.3790
C -5.1921 3.8271 -1.5639
C -5.0718 2.4567 -1.7113
C -3.8505 1.8237 -1.4324
H -1.9855 0.3752 0.9103
H -0.8656 1.6608 1.4505
H -0.4358 0.6797 -3.3243
H -2.0376 0.1589 -2.7709
H -1.8668 -1.8587 -3.3223
H -2.0767 -1.9965 -1.4705
H -1.3867 -4.1072 -2.9630
H -0.5135 -3.8456 -1.4906
H 0.3149 -3.8896 -4.1630
H 1.3260 -4.0769 -2.7479
H 0.8116 -1.6619 -4.4667
H 2.3178 -2.1270 -3.5796
H 1.3426 0.0294 -2.8458
H 1.6765 -1.1451 -1.5611
H -0.2784 2.8006 -3.7614
H 1.7463 3.6714 -4.5721
H 3.5270 4.4297 -2.9776
H 3.2215 4.2741 -0.5711
H 1.1469 3.1198 0.3590
H -1.8832 4.5676 -1.0555
H -4.0573 5.6927 -1.5149
H -6.1773 4.3245 -1.7190
H -5.9748 1.8061 -1.9178
H -3.8627 0.7247 -1.3742
O 1.5911 -7.7843 1.1260
C 2.4353 -6.9965 0.7498
O 3.5853 -7.0837 0.3438
C 2.0428 -5.5399 0.8936
C 2.9356 -4.5004 0.4809
C 2.4980 -3.2230 0.4554
N 1.1912 -2.9387 0.6342
C 0.3089 -3.8664 0.9954
C 0.7982 -5.1174 1.3792
C -1.1784 -3.5400 0.9571
O -2.0624 -4.3514 1.1705
O -1.4172 -2.2308 0.6519
H 3.9775 -4.7188 0.3016
H 3.0899 -2.4266 0.0660
H 0.0447 -5.7782 1.8121
C 3.0092 0.1646 2.9185
Si 1.1064 -0.0317 2.9267
C 0.6518 -1.4390 4.1600
C 0.3793 1.5859 3.7499
C 1.0107 2.8028 3.5235
C 0.4417 3.9852 3.9014
C -0.8019 3.9875 4.4884
C -1.4172 2.7944 4.8171
C -0.8431 1.6044 4.4328
H 3.4258 0.2057 3.9455
H 3.2756 1.0355 2.3601
H 3.5140 -0.6510 2.4007
H 0.5126 -0.9476 5.1287
H 1.5266 -2.0905 4.2248
H -0.2400 -1.9477 3.8199
H 1.9350 2.8509 2.9990
H 1.0271 4.9221 3.7787
H -1.2225 4.9201 4.8957
H -2.3102 2.8636 5.4151
H -1.2991 0.6858 4.7978
*
```

Entry 3:
C34H38N6O6P2V | ωB97M-V/def2-TZVPD

## Properties
⟨S²⟩: 3.97
ΔE to the lowest compared entry with this formula, charge and spin: 419.82 kJ/mol
frontier orbital gap (spin up / spin down): 6.449 / 6.523 eV
E_LUMO (spin up / spin down): -0.0680 / -0.0700 Ha
HOMO (spin up / spin down): -8.30 / -8.43 eV

Structure (ORCA input):
```
! wB97M-V def2-TZVPD RIJCOSX def2/J DEFGRID3
* xyz 0 4
V -0.1225 -2.2616 -1.9797
C -1.3817 1.9644 -1.2264
C -1.8085 1.0341 -2.0975
C -1.3084 0.8274 -3.4677
C -0.1627 -0.2236 -3.6845
C 1.2651 0.3804 -3.4962
C 1.5914 1.4187 -2.6726
C 0.8135 2.6759 -2.5785
C -0.2237 2.8871 -1.4489
C 1.9361 -1.4986 -1.2951
H -1.8351 2.0307 -0.2324
H -2.4748 0.2309 -1.7714
H -1.0646 1.8102 -3.8966
H -2.1763 0.4630 -4.0622
H -0.5326 -1.3049 -3.4811
H -0.2132 -0.4266 -4.7852
H 2.0664 -0.2152 -3.9867
H 2.4699 1.3692 -2.0146
H 0.3182 2.8224 -3.5505
H 1.5477 3.4900 -2.4094
H 0.3105 3.0040 -0.4926
H -0.6891 3.8600 -1.6930
H 2.2063 -0.7131 -0.5692
H 2.7750 -1.6863 -1.9960
H 1.5734 -2.4276 -0.7626
P 1.5931 -0.8568 -6.4448
P -2.2080 -0.1068 -6.4266
N 2.9690 0.2110 -6.8779
N 2.0703 -2.1618 -7.5425
N -2.3601 1.5672 -7.0748
N -3.7197 -0.6161 -7.2458
C 0.3765 -0.0309 -7.5881
C -0.9986 -0.7482 -7.6366
C 4.1350 0.2641 -6.1038
C 5.0462 1.0998 -6.7265
C 4.4558 1.5505 -7.9421
C 3.1863 0.9859 -8.0160
C 2.4831 -3.4141 -7.0579
C 2.6947 -4.2635 -8.1373
C 2.4271 -3.5142 -9.3301
C 2.0509 -2.2337 -8.9357
C -2.4749 2.7280 -6.2947
C -2.3117 3.8306 -7.1144
C -2.0919 3.3514 -8.4365
C -2.1169 1.9664 -8.3879
C -4.5481 -0.0822 -8.2457
C -5.3910 -1.0949 -8.7206
C -5.0870 -2.2847 -7.9733
C -4.0794 -1.9644 -7.0720
H 0.7778 0.0305 -8.6150
H 0.2796 1.0112 -7.2301
H -1.3719 -0.7102 -8.6694
H -0.8900 -1.8212 -7.3764
H 4.1939 -0.2995 -5.1894
H 6.0216 1.3632 -6.3598
H 4.8992 2.1972 -8.6753
H 2.4270 1.0925 -8.7715
H 2.5731 -3.5651 -5.9939
H 3.0139 -5.2909 -8.0866
H 2.5203 -3.8611 -10.3426
H 1.7511 -1.3845 -9.5247
H -2.7120 2.6466 -5.2456
H -2.3674 4.8524 -6.8078
H -1.9693 3.9526 -9.3177
H -1.9913 1.2412 -9.1705
H -4.5082 0.9681 -8.5105
H -6.1178 -1.0200 -9.5199
H -5.5324 -3.2638 -8.0826
H -3.5855 -2.5458 -6.3033
O 0.4434 0.6281 0.5986
C -0.2927 -0.3415 0.9065
O -0.6965 -1.3139 0.1786
C -0.6578 -0.2941 2.4629
C -0.9620 -1.4543 3.1880
C -1.1930 -1.4150 4.5917
C -1.1934 -0.2088 5.3036
C -0.9136 0.9522 4.5781
C -0.6226 0.9114 3.1866
N -0.9722 2.1954 5.2972
O -1.1655 2.1884 6.5325
O -0.8256 3.2608 4.6691
N -1.3982 -2.6244 5.3096
O -1.4218 -3.7043 4.6934
O -1.5498 -2.5756 6.5471
H -0.9991 -2.4061 2.6754
H -1.4135 -0.1924 6.3739
H -0.3594 1.8423 2.7116
*
```

Entry 4:
C34H38N6O6P2Zn | ωB97M-V/def2-TZVPD

## Properties
ΔE to the lowest compared entry with this formula, charge and spin: 94.10 kJ/mol
frontier orbital gap: 4.836 eV
E_LUMO: -0.1257 Ha
HOMO: -8.26 eV

Structure (ORCA input):
```
! wB97M-V def2-TZVPD RIJCOSX def2/J DEFGRID3
* xyz 0 1
Zn 0.3423 1.7793 -2.0054
C 2.4334 1.2196 3.4644
C 2.8865 0.6704 2.2976
C 2.3776 -0.6545 1.8074
C 0.8165 -0.5073 1.6503
C -0.0555 -0.9600 2.8147
C 0.3977 -1.4341 3.9737
C 1.6692 -1.0433 4.7055
C 2.1199 0.4830 4.7495
C -1.0680 2.7211 -0.9400
H 2.3578 2.3071 3.5505
H 3.8246 1.0286 1.8684
H 2.6432 -1.5664 2.3890
H 2.7897 -0.8165 0.7993
H 0.6040 0.5607 1.4887
H 0.5500 -1.0154 0.7137
H -1.1168 -0.7102 2.6901
H -0.2036 -2.2449 4.4091
H 2.5119 -1.6472 4.3236
H 1.5470 -1.2772 5.7797
H 1.3758 1.0765 5.3222
H 3.0116 0.4518 5.4155
H -0.4826 3.3578 -0.2681
H -1.8871 2.1359 -0.4738
H -1.4839 3.4009 -1.6998
P -3.0221 -1.0775 -0.9875
P 0.0033 -2.1512 -2.9982
N -3.6494 -1.7729 0.5499
N -4.6799 -1.2035 -1.7561
N 0.5254 -3.4227 -1.8097
N 0.6363 -3.0813 -4.4016
C -2.3991 -2.7101 -1.6317
C -1.7789 -2.6833 -3.0241
C -4.0819 -0.9599 1.6170
C -4.7304 -1.7556 2.5559
C -4.7492 -3.0928 2.0503
C -4.0780 -3.0739 0.8276
C -5.2325 -0.2187 -2.5840
C -6.3773 -0.7259 -3.2014
C -6.5442 -2.0701 -2.7328
C -5.5216 -2.3151 -1.8265
C 1.3852 -3.0844 -0.7516
C 1.4611 -4.1614 0.1234
C 0.6421 -5.2070 -0.3985
C 0.0622 -4.7305 -1.5748
C 0.8462 -4.4476 -4.6049
C 1.2729 -4.6579 -5.9105
C 1.3386 -3.3781 -6.5445
C 0.9575 -2.4276 -5.6091
H -3.1968 -3.4602 -1.6254
H -1.6839 -3.0658 -0.8892
H -1.9429 -3.6533 -3.5233
H -2.2481 -1.9168 -3.6560
H -3.8533 0.1004 1.5912
H -5.1558 -1.4152 3.4920
H -5.2145 -3.9523 2.5078
H -3.8793 -3.9024 0.1651
H -4.7424 0.7448 -2.6592
H -7.0198 -0.1970 -3.8920
H -7.3158 -2.7642 -3.0363
H -5.3411 -3.2009 -1.2448
H 1.9292 -2.1490 -0.7653
H 2.0579 -4.1710 1.0191
H 0.5227 -6.1911 0.0284
H -0.5712 -5.2691 -2.2760
H 0.7116 -5.1648 -3.8177
H 1.5232 -5.6052 -6.3557
H 1.6388 -3.1832 -7.5617
H 0.8991 -1.3475 -5.6541
O 1.5052 5.5382 -1.3997
C 1.8625 4.8507 -0.4197
O 1.7880 3.6183 -0.1574
C 2.5651 5.7307 0.6216
C 3.5160 5.0974 1.4147
C 4.4446 5.8991 2.0984
C 4.3472 7.3032 2.1224
C 3.2757 7.9155 1.4549
C 2.3911 7.1236 0.7030
N 3.1047 9.3425 1.4939
O 3.9897 10.0055 2.0744
O 2.1018 9.8478 0.9462
N 5.5354 5.2202 2.7264
O 5.4985 3.9669 2.7460
O 6.4708 5.8771 3.2159
H 3.5557 4.0079 1.4534
H 5.0849 7.8751 2.6766
H 1.5977 7.6376 0.1797
*
```

Entry 5:
C34H39Cl6F6HgN7O2P | ωB97M-V/def2-TZVPD

## Properties
ΔE to the lowest compared entry with this formula, charge and spin: 340.31 kJ/mol
frontier orbital gap: 6.044 eV
E_LUMO: -0.1326 Ha
HOMO: -9.65 eV

Structure (ORCA input):
```
! wB97M-V def2-TZVPD RIJCOSX def2/J DEFGRID3
* xyz 1 1
Hg -1.6985 2.1176 1.3159
P 0.5230 -0.2787 -1.0481
F 1.5574 0.8042 -1.6179
F -0.2736 0.9359 -0.1856
F -0.4481 0.0353 -2.2900
F -0.4853 -1.4363 -0.5333
F 1.3614 -1.4309 -1.8112
F 1.4103 -0.5541 0.2799
N 4.7171 -1.6347 2.9101
C 4.0231 -1.1668 1.8688
C 4.5837 -0.3773 0.8752
C 5.9584 -0.2196 0.8994
C 6.7140 -0.8235 1.8897
C 6.0372 -1.4568 2.9278
H 2.9637 -1.3768 1.9115
H 3.9812 0.0483 0.0841
H 6.5305 0.3231 0.1558
H 7.7917 -0.7454 1.9263
H 6.5538 -1.9385 3.7488
N -1.3391 3.7480 -0.3164
C -2.2366 4.7383 -0.4029
C -2.2389 5.7036 -1.3850
C -1.1676 5.7346 -2.2626
C -0.1700 4.7686 -2.1702
C -0.3426 3.7833 -1.2220
H -3.0049 4.7842 0.3611
H -3.0076 6.4605 -1.4265
H -1.1122 6.5122 -3.0138
H 0.6982 4.7838 -2.8111
H 0.3259 2.9306 -1.2322
N -2.3950 0.6809 2.9696
C -1.7319 -0.4770 2.9868
C -2.0320 -1.5304 3.8299
C -2.9492 -1.2849 4.8397
C -3.6306 -0.0912 4.8823
C -3.3569 0.8501 3.9056
H -0.9478 -0.6821 2.2654
H -1.5789 -2.5000 3.7890
H -3.1530 -1.9853 5.6406
H -4.3882 0.0789 5.6326
H -3.8236 1.8222 3.9864
N -3.0620 0.9828 -0.2900
C -3.1371 1.2994 -1.5960
C -4.0875 0.8073 -2.5026
C -5.0787 -0.0229 -2.0265
C -5.0081 -0.4128 -0.6757
C -4.0064 0.1172 0.1262
H -2.3740 1.9787 -1.9520
H -4.1032 1.2750 -3.4761
H -5.8933 -0.3960 -2.6323
H -5.6661 -1.1424 -0.2224
H -3.8714 -0.3216 1.1074
N -4.4194 -2.0411 -0.9590
C -5.0637 -3.1964 -0.7923
C -4.5441 -4.4438 -1.1704
C -3.2580 -4.4769 -1.7043
C -2.5809 -3.2776 -1.8742
C -3.2192 -2.1029 -1.5641
H -6.0602 -3.1659 -0.3643
H -5.0984 -5.3221 -0.8727
H -2.8694 -5.4264 -2.0487
H -1.5813 -3.2704 -2.2862
H -2.7531 -1.1587 -1.8061
N 0.6367 2.0223 2.1386
C 1.7400 2.4690 1.5131
C 3.0274 2.3877 1.9884
C 3.2274 1.7067 3.1854
C 2.1169 1.2100 3.8550
C 0.8585 1.4702 3.3426
H 1.5704 2.9422 0.5551
H 3.8305 2.8672 1.4495
H 4.2161 1.7069 3.6245
H 2.2209 0.8972 4.8844
H -0.0298 1.2350 3.9144
C -0.1626 -3.3748 0.6845
N 0.6842 -4.2025 1.6052
O 0.9725 -5.3181 1.2468
O 1.0093 -3.6976 2.6633
H -0.8114 -2.8017 1.3207
H -0.7255 -4.0773 0.0784
H 0.4717 -2.7688 0.0573
C 5.2172 2.8901 -2.3672
Cl 5.8407 4.5333 -2.0891
Cl 3.4874 2.8320 -1.9896
H 5.3600 2.5537 -3.3867
H 5.7233 2.2591 -1.6462
C -0.0812 -2.0713 -4.6556
Cl 0.8793 -3.5068 -5.1083
Cl -1.7671 -2.2126 -5.1875
H 0.0106 -1.8425 -3.6018
H 0.3500 -1.3063 -5.2906
C 3.8473 -1.0336 -2.9586
Cl 3.4247 -0.2947 -4.5240
Cl 5.5730 -0.8155 -2.6386
H 3.2781 -0.5308 -2.1883
H 3.5203 -2.0639 -3.0466
*
```